Molecular formula: C3H5ClIN
Method: DFT, wB97M-V/def2-TZVPD

Output
- ΔE to the lowest compared entry with this formula, charge and spin (eV) = 1.867
- total charge = 0
- frontier orbital gap (alpha / beta) (eV) = 7.77 / 7.65

Geometry as XYZ:
```
11
Properties=species:S:1:pos:R:3:forces:R:3:lowdin_charge:R:1
C 0.125 1.976 -0.068 2.0 2.0 -0.8 -0.85
C -0.047 -1.484 0.685 -2.0 -1.0 -0.2 -0.23
C -0.469 -0.860 -0.638 2.5 2.1 2.2 -0.60
N -0.619 1.226 0.494 -1.9 -4.0 -0.4 0.05
Cl 0.475 3.556 0.660 0.0 0.7 0.4 0.53
I 0.967 -0.478 -2.114 -0.3 -0.4 0.4 0.90
H 0.799 1.976 -0.929 -0.4 -0.8 -0.4 -0.03
H -0.912 -1.256 1.477 1.9 -0.9 -1.8 0.12
H 0.239 -2.621 0.550 -0.8 2.2 0.4 0.11
H 0.799 -0.919 0.988 0.9 0.1 0.6 0.02
H -1.358 -1.116 -1.105 -1.9 -0.1 -0.5 -0.01
```
Positions in Å, forces in eV/Å.